Below is a molecular structure, C25H69N4O15Tl at a distorted geometry, with properties calculated with wB97M-V/def2-TZVPD.

```
114
Properties=species:S:1:pos:R:3:forces:R:3:lowdin_charge:R:1
Tl -2.147 -2.225 4.621 0.196 0.068 -0.802 1.0909
O -0.468 -3.360 -0.134 -0.270 -0.029 -0.471 0.1343
C -0.481 -2.461 0.853 -0.136 -1.563 1.726 -0.7917
O -1.161 -2.696 1.856 -1.209 -0.194 0.369 -0.0070
O 0.326 -1.534 0.797 1.250 2.441 -0.699 0.0153
H 0.268 -3.038 -0.659 0.277 -0.387 -0.921 0.1185
C 2.412 1.737 0.497 0.757 0.284 -1.198 -0.1022
O 2.667 2.881 1.259 -0.543 0.447 0.932 -0.1755
C 3.777 3.641 0.837 -0.334 0.325 0.503 -0.1899
C 4.493 4.265 2.049 0.339 -0.770 0.627 -0.1466
N 5.276 3.210 2.699 0.488 1.319 -0.117 0.0206
C 5.922 3.508 3.969 0.460 0.386 0.110 -0.1417
C 7.154 4.483 3.733 0.068 -1.224 0.508 -0.1692
O 8.138 3.811 2.907 -0.484 1.362 0.877 -0.1725
C 9.340 4.584 2.858 1.197 0.194 -1.008 -0.1085
H 1.557 1.138 0.813 0.117 0.243 0.580 0.0671
H 3.327 1.147 0.446 -0.072 -0.548 0.083 0.0953
H 2.210 2.059 -0.524 -0.178 -0.140 -0.401 0.0935
H 3.493 4.440 0.152 -0.333 0.090 -0.058 0.1319
H 4.484 3.015 0.292 0.221 -0.161 0.037 0.1249
H 3.938 4.805 2.817 -0.796 -0.366 -0.291 0.1346
H 5.160 5.040 1.672 0.376 0.109 -0.409 0.1300
H 6.029 3.051 2.046 0.277 -0.959 -0.173 0.1166
H 6.221 2.587 4.468 0.598 -0.178 -0.475 0.1237
H 5.235 3.896 4.721 -0.233 0.635 -0.418 0.1222
H 7.592 4.754 4.694 0.103 -0.326 0.267 0.1235
H 6.814 5.441 3.341 -0.102 -0.052 -0.661 0.1168
H 9.968 4.684 3.743 -0.781 -0.347 0.820 0.0928
H 9.240 5.596 2.466 -0.776 0.172 0.084 0.0894
H 10.060 4.157 2.160 -0.481 -0.628 -0.232 0.0904
C -3.412 -2.379 -1.746 0.917 0.275 1.646 -0.1119
O -4.126 -1.333 -2.353 -0.317 -0.879 -1.751 -0.1980
C -4.594 -1.579 -3.735 1.318 0.800 -0.020 -0.1171
C -3.474 -2.004 -4.782 -1.351 -1.202 1.796 -0.1345
N -3.357 -3.507 -4.853 0.963 1.727 -1.390 0.0164
C -2.280 -3.900 -5.791 -0.962 0.691 0.333 -0.1844
C -0.911 -3.626 -5.162 0.822 -0.948 0.403 -0.1694
O -0.798 -3.908 -3.725 -0.173 0.054 -1.732 -0.2049
C -0.952 -5.285 -3.478 -0.730 -1.397 0.685 -0.1175
H -2.469 -2.703 -2.188 -0.285 -0.182 -1.031 0.0696
H -3.984 -3.220 -1.355 -0.452 -0.191 -0.633 0.1069
H -2.994 -1.963 -0.829 -0.234 0.378 0.383 0.0721
H -4.924 -0.578 -4.012 -0.153 -0.084 -0.144 0.1112
H -5.451 -2.249 -3.794 0.169 -0.229 0.334 0.1269
H -2.550 -1.524 -4.458 0.416 0.033 0.213 0.1067
H -3.719 -1.553 -5.743 -0.145 -0.514 -0.136 0.1245
H -2.980 -3.886 -3.996 -0.643 0.256 0.743 0.0716
H -2.304 -3.321 -6.714 -0.245 0.129 -0.003 0.1262
H -2.425 -4.933 -6.106 0.158 -0.097 0.351 0.1200
H -0.527 -2.619 -5.323 -0.355 0.041 0.210 0.1099
H -0.295 -4.302 -5.755 0.756 -0.023 0.333 0.1268
H -1.313 -5.476 -2.468 0.145 0.593 0.305 0.0848
H -0.092 -5.946 -3.580 0.621 0.606 -0.312 0.1001
H -1.725 -5.772 -4.073 -0.177 0.288 -0.476 0.0884
C 0.493 -0.320 -3.456 -1.120 -0.958 -1.054 -0.0645
O -0.377 0.700 -3.034 -0.089 1.474 0.264 -0.1766
C -0.983 0.533 -1.781 -1.057 -0.543 0.433 -0.1843
C -2.413 1.172 -1.787 2.209 1.247 0.360 -0.1328
N -2.300 2.608 -2.175 -1.275 -3.674 0.462 0.0850
C -3.657 3.045 -2.422 0.803 1.489 0.157 -0.1498
C -3.832 4.572 -2.152 -1.434 -0.195 -1.347 -0.1888
O -3.123 5.377 -3.062 0.611 -0.649 -0.161 -0.1640
C -2.849 6.675 -2.590 0.007 0.271 0.363 -0.0888
H 1.393 -0.533 -2.879 -0.133 0.348 0.385 0.1030
H 0.750 -0.131 -4.498 0.272 0.402 0.174 0.1027
H -0.173 -1.180 -3.522 0.515 -0.813 0.281 0.0644
H -0.332 0.937 -1.006 -0.068 0.309 0.263 0.1174
H -1.119 -0.521 -1.540 0.058 -0.296 -0.078 0.1011
H -3.034 1.088 -0.895 0.487 -0.157 0.457 0.1135
H -3.017 0.626 -2.512 -0.107 -0.318 -0.655 0.1182
H -1.649 2.495 -2.939 0.320 1.413 -0.699 0.1283
H -4.318 2.454 -1.788 -0.051 0.430 0.365 0.1223
H -3.941 2.722 -3.423 -0.047 0.654 -0.488 0.1439
H -3.745 4.863 -1.105 0.662 -0.172 0.095 0.1264
H -4.871 4.766 -2.416 -0.561 -0.158 0.354 0.1308
H -2.333 7.273 -3.340 0.141 -0.482 -0.087 0.0985
H -2.249 6.583 -1.684 0.183 0.293 0.122 0.0922
H -3.756 7.231 -2.353 -0.290 -0.105 0.126 0.0954
C 1.634 -3.425 4.909 1.462 1.273 -0.433 -0.0516
O 0.846 -2.254 4.600 -1.374 0.362 -0.286 -0.3207
C 1.563 -1.194 3.955 1.718 -0.186 0.349 -0.1987
C 0.870 0.179 3.860 -1.089 -2.732 1.149 -0.1502
N -0.402 -0.127 3.233 -0.194 3.375 -0.022 -0.0121
C -1.159 1.164 2.972 -1.269 -3.236 0.041 -0.1026
C -2.366 0.756 2.115 0.773 1.567 -0.524 -0.2675
O -3.274 -0.089 2.735 -0.545 0.642 1.089 -0.2676
C -4.569 0.046 2.105 0.778 -1.004 0.162 -0.0429
H 2.374 -3.046 5.614 0.153 -0.544 0.368 0.0925
H 2.191 -3.752 4.031 -0.116 -0.050 -0.283 0.0806
H 1.123 -4.305 5.299 -0.696 0.663 0.043 0.1002
H 1.878 -1.486 2.954 -0.279 -0.300 -0.292 0.1091
H 2.502 -1.041 4.487 0.225 -0.004 0.280 0.1261
H 1.433 0.903 3.271 0.422 0.035 -0.028 0.1256
H 0.682 0.554 4.866 0.098 0.331 0.009 0.1377
H -0.186 -0.542 2.337 -0.239 -0.860 -0.629 0.0540
H -0.534 1.875 2.431 0.032 0.210 0.105 0.1307
H -1.595 1.541 3.897 0.593 0.268 0.177 0.1358
H -2.035 0.356 1.157 0.210 -0.436 -0.231 0.1109
H -2.808 1.720 1.867 -0.549 0.168 -0.116 0.1232
H -5.312 -0.514 2.672 0.316 -0.204 -0.058 0.0970
H -4.358 -0.425 1.144 -0.977 0.224 -0.454 0.0886
H -4.932 1.072 2.051 0.389 0.152 -0.145 0.0965
O -3.983 -3.318 2.589 -0.108 0.648 0.528 -0.1403
H -3.579 -3.853 1.906 0.413 -0.525 -0.405 -0.0131
H -4.917 -3.522 2.532 -0.279 -0.098 0.131 0.0566
O 2.918 -4.813 1.291 -0.271 -0.316 0.445 -0.0494
H 2.592 -4.058 0.801 0.053 0.280 -0.376 -0.0187
H 3.853 -4.641 1.402 0.278 -0.090 -0.057 0.0353
O 2.937 -2.131 0.091 0.476 -0.250 -0.399 -0.0463
H 2.047 -1.834 0.279 -0.693 0.378 0.219 -0.0250
H 3.386 -2.094 0.935 0.249 0.093 0.208 0.0378
O -2.531 -5.217 1.035 -0.346 -0.008 0.050 -0.0334
H -2.300 -5.890 0.395 -0.090 -0.250 -0.117 0.0538
H -1.744 -4.678 1.112 0.383 0.282 0.116 0.0031
```
Forces are in eV/Å.

Values from the calculation:
Total charge   +2
Calculated total energy   -2513.0818 Eh
E_HOMO   -13.01 eV
Molecular weight   870.22 g/mol